C7H17N2S as an isolated structure at a distorted geometry. Source: OMol25; level of theory: ωB97M-V with the def2-TZVPD basis set.

Positions of all 27 atoms, in Å:
H: -2.1154 1.1871 1.9105
H: 1.3674 0.4774 -1.4509
C: -0.8294 0.4608 0.2067
H: -0.2887 -2.8792 -0.3564
H: -1.1980 -1.6367 -1.2369
N: 1.2188 1.3061 -0.8804
C: -0.3070 1.5076 -0.8567
H: -1.6124 -2.0964 0.5046
H: 2.4266 -1.9926 2.0144
H: -0.6405 0.1373 2.2527
H: -0.5834 0.4384 -2.8280
H: -1.8899 0.0806 -0.2480
C: 1.0402 -0.8540 0.9771
N: -0.0245 -0.7537 0.2095
C: -0.7180 1.4178 -2.3084
C: -0.8415 -1.9616 -0.2764
H: -0.4718 2.5451 -0.5618
H: 0.8583 -2.5654 2.2540
H: -0.4128 1.8051 1.9963
C: 1.5343 -2.1096 1.5140
H: 1.4951 1.1412 0.2782
H: -0.3136 2.0800 -3.0800
H: -1.7666 1.6066 -2.5960
C: -1.0466 0.9714 1.6592
S: 2.0307 0.4228 1.5456
H: 1.4436 -2.8922 0.6748
H: 1.6450 2.1560 -1.3177

Computed properties:
Total charge ... +1
Strongest force on any atom ... 4.866 eV/A
HOMO-LUMO gap ... 0.350 hartree

C30H64GeNO10P2SSi6Y as an isolated structure. Source: OMol25; level of theory: ωB97M-V with the def2-TZVPD basis set.

Positions of all 116 atoms, in Å:
H: 2.0900 1.0009 0.2119
H: 3.1289 2.0991 -2.2315
Ge: -1.4414 0.1663 3.8534
S: -0.6767 0.6063 -5.1360
H: 1.6076 -0.1042 5.7310
H: 3.3994 3.7571 -9.1629
H: -5.0875 0.1106 5.0705
H: -4.3330 0.1822 1.0914
H: 2.5506 -4.3109 -1.1571
H: -0.9841 -4.8633 -1.5361
C: 2.0616 0.2018 0.9666
C: 3.4498 3.9269 -8.0875
O: -0.7540 1.2915 0.3552
H: -3.0293 3.0413 4.7906
H: -5.0018 -0.9601 3.6633
H: -3.0504 -2.6087 -2.2824
H: 3.8989 -2.9304 -0.5231
O: -1.4109 3.1127 1.9002
C: 3.6174 -1.1841 -4.0734
C: -2.1489 -1.9881 -2.3076
H: -3.0867 -2.8539 6.8148
C: 4.2843 1.0855 -3.7429
H: 0.7937 3.8773 5.3200
H: -0.2576 -4.6399 0.0526
O: -1.8975 1.8806 -2.2515
H: -3.1388 1.4474 0.7989
C: 4.4256 -0.1130 -4.4219
H: -4.7806 1.8797 1.2939
C: -1.0892 -4.3332 -0.5850
H: -1.8972 2.4364 6.8742
H: 4.4605 3.6765 -7.7573
H: -0.8017 3.9835 4.5665
H: 1.3286 -3.4157 -4.7370
H: 3.7140 -2.1327 -4.5872
H: 3.3034 4.9925 -7.9052
C: 1.7221 2.0927 -8.0027
O: -1.2995 3.5660 -0.5552
O: -1.8283 1.4629 -4.8748
C: -1.5074 -3.5261 4.1731
Y: 0.2096 0.5678 -1.5633
H: -4.0765 -2.0998 5.5610
O: 0.8777 3.2361 0.7648
H: 1.2890 0.4999 1.6765
H: 2.6805 4.1362 -5.4902
C: 1.5709 0.9574 5.4891
H: -2.4080 -4.1115 4.3768
H: 1.0172 2.7945 -4.2753
H: -0.3701 -2.9545 6.9553
C: 0.7828 1.3287 -7.3237
H: 1.9113 1.8973 -9.0522
C: -2.0421 -1.7053 0.5916
H: -0.1814 -1.2025 7.1211
H: -3.3147 -1.0980 6.7976
C: -5.0289 0.0827 3.9825
C: -0.2066 -2.0233 6.4030
O: 0.4147 2.7168 -2.1897
H: 2.1420 1.1108 4.5701
H: -5.9439 0.5292 3.5793
H: 0.1034 -2.1383 -4.6690
C: -3.9724 1.1546 1.4352
C: 0.1130 3.3901 4.6141
H: -3.6208 3.5712 3.2163
H: -1.4099 -3.4460 3.0938
C: 2.4224 3.1056 -7.3570
H: -1.3097 4.0365 2.1587
P: -1.0198 3.2616 -2.1252
H: 1.7667 -4.9039 -2.6185
C: 1.2224 2.5891 -5.3183
H: 4.1190 -1.1894 -0.6712
C: 2.3933 -4.1044 -2.2140
H: -1.3452 0.8273 7.3320
H: 3.3614 -4.1621 -2.7209
C: 3.3130 1.1696 -2.7608
H: -0.3167 2.2335 7.6407
C: -3.7515 2.8263 4.0027
H: 0.5540 -2.1563 2.3940
H: 1.1671 -3.6295 1.6336
Si: 1.4753 -2.4647 -2.5292
Si: -3.5926 1.0851 3.2729
H: 0.7744 -2.0915 5.9288
H: 0.2454 0.5341 -7.8224
N: 2.5291 0.1413 -2.4322
C: 3.6760 -1.9752 -0.0558
Si: -1.6001 -1.8918 5.1315
C: 0.6449 -1.7976 -1.0411
H: -0.6492 -4.0989 4.5327
Si: -0.1698 1.6405 5.2455
Si: -1.0595 -2.4551 -0.8294
H: 5.1525 -0.2088 -5.2192
Si: 1.8573 -1.5794 0.3446
H: -1.6340 -1.9158 1.5791
H: 0.5850 3.3852 3.6306
O: -0.9347 -0.5391 -5.9695
C: 0.5673 -2.9431 -4.1060
H: -4.7525 2.9500 4.4255
H: 4.1922 -1.9513 0.9098
C: 1.4126 -2.5932 1.8740
H: -2.1254 -0.6199 0.5117
H: -0.1875 -3.7064 -3.8989
C: -1.0203 1.7883 6.9302
H: -2.5006 -0.9519 -2.2121
H: 2.0704 1.5075 6.2922
O: -1.4133 4.3724 -2.9835
C: 2.1558 3.3420 -6.0101
H: 2.2526 -2.5942 2.5748
H: 4.8891 1.9489 -3.9819
H: -3.0512 -2.1285 0.5395
C: -3.1802 -1.9774 6.1648
C: 2.6770 -1.0512 -3.0587
H: -1.6991 -2.0831 -3.2934
H: -2.0431 1.7242 -3.2283
C: 0.5396 1.5799 -5.9837
H: 3.0335 0.2700 1.4627
H: -2.0197 -4.6673 -0.1185
P: -0.5124 2.7700 0.6185
O: -0.0318 0.2344 -3.8462

Computed properties:
Total charge ... -1
Strongest force on any atom ... 0.616 eV/A
Expectation value of S² ... 0.75
HOMO-LUMO gap (spin up / spin down) ... 0.269 / 0.259 hartree
Spin multiplicity ... 2

The molecule C3H8BrNS at a distorted geometry. Source: OMol25; level of theory: ωB97M-V with the def2-TZVPD basis set.

Positions of all 14 atoms, in Å:
Br: -3.0368 -0.6671 1.5791
H: 0.2337 0.7418 -2.4586
H: -1.3383 -0.3875 -0.7510
N: -0.8283 -0.2649 1.4840
H: 1.4249 -0.5269 -1.8819
H: -0.0045 -1.3697 -0.2545
H: -0.1966 1.6550 -0.4102
C: -0.4648 -0.4758 0.0732
H: -0.0920 -0.5913 3.6473
H: 1.2980 0.7627 0.3573
C: 1.0252 0.5718 -1.7349
S: -0.1149 -1.3832 2.4867
C: 0.3386 0.6886 -0.3121
H: 1.7558 1.2463 -1.8244

Computed properties:
Strongest force on any atom ... 6.216 eV/A
HOMO-LUMO gap ... 0.290 hartree

A 2-piece molecular cluster, C5H8F2O2S overall at a distorted geometry. Source: OMol25; level of theory: ωB97M-V with the def2-TZVPD basis set.

Positions of all 18 atoms, in Å:
F: -1.7620 0.4107 1.7023
F: -2.2211 0.4898 -0.4888
H: -0.8211 -2.7505 -1.8005
C: -1.6302 1.1171 0.5749
H: 1.7627 1.4035 0.9267
H: -2.3088 1.9712 0.6537
C: 0.7374 -1.4156 0.5149
C: 0.7830 1.8203 1.0434
H: 0.9203 -2.5245 0.6298
H: 0.1038 -1.0603 1.3336
S: 0.4471 -0.7112 -1.1162
C: -0.2490 1.3434 0.1492
H: 1.6735 -0.7472 0.7681
C: 0.0614 -2.1509 -2.1314
O: 0.3243 2.5705 -0.0799
H: -0.1604 -1.8510 -3.1892
O: 1.7201 -0.1787 -1.5969
H: 0.6192 2.2635 2.1061

Computed properties:
Strongest force on any atom ... 2.990 eV/A
HOMO-LUMO gap (spin up / spin down) ... 0.292 / 0.275 hartree

C27H33BaBrN4O2SeSi2 as an isolated structure at a distorted geometry. Source: OMol25; level of theory: ωB97M-V with the def2-TZVPD basis set.

Positions of all 71 atoms, in Å:
H: 4.2920 3.8011 -0.2939
H: -3.4376 1.8929 0.6788
Si: -0.7581 0.7679 -3.1983
H: -1.0073 0.6842 5.1940
H: -3.2413 2.6544 -0.9058
C: -0.4771 -3.8238 -1.9841
C: 3.0053 4.5332 1.3040
H: 0.4012 2.9610 -3.2085
H: 3.4081 -3.0574 1.2270
C: -2.1996 -3.6506 -3.5947
C: 2.8763 -2.0528 2.9056
C: 4.0632 -2.2828 3.5620
H: -1.2906 1.8079 -5.4109
H: -5.4267 0.6997 -1.5257
H: -4.4119 -0.8629 0.7071
H: 3.5995 5.4095 1.5376
H: 3.3603 -0.7318 6.4883
C: 0.9650 -0.0494 5.4053
C: 3.4044 3.6581 0.3046
Se: -1.6319 -2.2803 4.0944
H: -4.8963 -0.5965 -2.5999
H: 0.2573 -4.4014 -1.4291
H: -1.1619 -5.5016 -3.1269
O: 3.8242 1.9189 -1.8879
H: 1.4859 4.9368 2.7898
C: -0.2092 0.0768 4.7806
C: -4.5950 0.3555 -2.1513
C: 1.8419 4.2873 2.0039
H: -2.7807 1.5615 -4.4840
N: 1.4944 2.2901 0.7405
Br: -0.4778 2.7734 2.5907
H: 1.7843 -3.0671 1.5510
H: 1.2259 0.6170 -4.6828
N: -0.5502 -2.5313 -1.6759
C: 3.2256 -1.1189 5.4804
H: 5.1987 -1.9898 5.3840
N: 2.6326 -2.5005 1.5612
C: -1.4484 -1.7299 -2.3085
C: 1.1199 3.1449 1.6679
H: -2.8546 -4.0758 -4.3476
H: 1.1534 0.4398 6.3575
H: -1.2146 3.1226 -2.4957
H: 0.1077 2.4566 -1.5421
C: 1.8013 -1.3455 3.5109
H: -3.6567 -2.0914 -0.3093
C: -1.2706 -4.4431 -2.9324
C: -1.4936 -0.2966 -1.9315
Si: -3.0275 0.1711 -1.0849
O: 2.5216 0.3919 -0.8559
C: 3.0454 1.5329 -1.0214
H: 1.5824 -0.1667 -3.1435
H: 4.8459 -2.8457 3.0583
Ba: 0.5949 -0.6072 0.2024
H: -2.7459 -1.3205 0.9764
H: -1.2396 -0.2695 2.8701
C: -3.4853 -1.1311 0.1897
C: 4.2640 -1.8118 4.8671
H: -1.8307 2.1134 -0.0037
H: -2.0138 0.1972 -5.3037
C: -0.5086 -0.7137 3.5488
C: 0.8050 -0.0187 -3.8972
H: 0.5682 -0.9934 -4.3379
H: -4.4555 1.0782 -2.9596
C: -1.8163 1.1164 -4.7425
C: -2.8634 1.8617 -0.2520
C: -2.2842 -2.3098 -3.2839
H: -2.9981 -1.6682 -3.7856
C: 2.0147 -0.8835 4.8410
N: 0.6929 -1.1193 2.7986
C: -0.3266 2.4853 -2.5439
C: 2.6236 2.5407 0.0631

Computed properties:
Total charge ... -2
Strongest force on any atom ... 1.076 eV/A
HOMO-LUMO gap ... 0.161 hartree

The molecule C3H10P2 at a distorted geometry. Source: OMol25; level of theory: ωB97M-V with the def2-TZVPD basis set.

Positions of all 15 atoms, in Å:
H: 2.6494 -1.0868 0.0768
C: 1.0019 0.0142 0.1913
P: -0.4874 0.4337 -0.7889
H: -0.3207 2.2334 0.9909
H: 0.8271 0.1512 1.2094
H: 1.5484 0.8465 -0.0625
H: 1.0593 -1.9439 0.2044
P: -1.9715 -1.1673 -0.0812
H: 1.5643 -1.1978 -1.3511
H: -2.2722 -0.7040 1.1354
C: 1.6606 -1.2566 -0.3169
C: -1.0728 1.9919 0.3412
H: -1.3586 2.7709 -0.2451
H: -1.8854 1.5718 1.0150
H: -1.0922 -2.0735 0.4838

Computed properties:
Strongest force on any atom ... 5.492 eV/A
HOMO-LUMO gap ... 0.368 hartree

C25H22N9OSV as an isolated structure at a distorted geometry. Source: OMol25; level of theory: ωB97M-V with the def2-TZVPD basis set.

Positions of all 59 atoms, in Å:
C: 0.4995 -1.5022 -2.4575
C: 1.5709 2.8240 -4.6703
H: 1.5252 2.6643 -5.7401
C: -4.1112 -0.5058 -0.8881
C: -2.0487 -1.2776 -0.9285
H: -3.3135 1.4018 0.3794
N: 0.3512 -1.7159 -1.0272
H: -2.5123 5.4533 1.4380
C: 1.7291 3.2298 -1.8577
C: -5.9973 0.7620 -1.5142
H: 1.0893 -2.3122 -0.6611
H: -3.3320 1.5983 -3.4611
C: -0.9327 -2.2054 -0.5867
H: 4.5856 0.0877 3.1820
C: 1.3272 2.0019 -2.3727
H: -5.7115 2.1641 -3.1013
C: -0.8384 4.1211 1.4512
N: 2.6654 1.0895 2.1061
H: 0.7610 0.0318 -4.8246
C: 1.9558 4.0438 -4.1354
H: -1.1735 -3.1956 -1.0384
H: -0.1383 4.8658 1.8103
S: 1.5247 -1.3222 2.0955
C: -5.4436 -0.1971 -0.6809
C: 0.9776 2.5069 1.6198
H: -3.4137 -1.8489 0.6013
H: 1.8020 3.3803 -0.7903
H: -7.0374 1.0260 -1.3907
O: -0.8829 0.5921 0.5825
H: 2.3497 5.2026 -2.3894
V: 1.0685 0.0740 0.1246
C: 2.7455 -0.1490 2.4529
H: 4.0464 -1.5204 3.1144
H: 1.3521 -2.0819 -2.8510
C: 1.2606 1.8115 -3.7748
C: 0.7507 -0.0505 -2.6962
H: -0.8962 -2.3195 0.5027
N: 0.9992 0.8256 -1.7426
C: -2.6089 2.1709 0.6517
C: -3.9188 1.0785 -2.7196
N: 3.9199 -0.8418 -0.6976
N: -3.2529 -1.3820 -0.2741
C: -3.3483 0.0929 -1.9213
C: -2.1631 4.4455 1.2604
N: -2.0898 -0.4477 -1.9316
C: 2.0350 4.2388 -2.7611
H: 1.4767 3.1770 2.3264
N: 3.8033 -0.5492 3.2445
N: 0.8928 0.5046 -3.9483
C: 2.8822 -0.4219 -0.4003
C: -1.2453 1.7969 0.7721
H: 2.2147 4.8513 -4.8082
C: -5.2438 1.3988 -2.4972
H: -0.4030 -1.8161 -3.0009
H: -6.0186 -0.6596 0.1115
C: -0.3436 2.8334 1.2114
H: -4.1073 3.6795 0.7534
N: 1.5757 1.3814 1.3337
C: -3.0534 3.4520 0.8654

Computed properties:
Total charge ... -1
Strongest force on any atom ... 3.361 eV/A
Expectation value of S² ... 3.80
HOMO-LUMO gap (spin up / spin down) ... 0.184 / 0.243 hartree
Spin multiplicity ... 4

A 2-piece molecular cluster, C5H14 overall at a distorted geometry. Source: OMol25; level of theory: ωB97M-V with the def2-TZVPD basis set.

Positions of all 19 atoms, in Å:
H: -2.1231 -0.7253 0.0382
H: -1.4018 -2.3664 1.6901
C: 0.4329 1.4733 1.0774
H: -2.5182 -2.2888 -0.6873
H: -0.6608 -3.3756 0.2892
C: 1.1756 1.8238 -1.3813
H: 1.1480 0.0456 -0.3749
H: -1.0659 -1.3686 -1.1751
C: -1.7046 -1.6599 -0.3434
H: 1.7037 1.3739 -2.2169
H: -0.4853 1.9119 0.6946
H: 0.1082 1.7897 -1.6366
H: 0.2305 0.5376 1.6037
H: 0.8661 2.1436 1.8133
H: 1.3396 2.9011 -1.3594
H: 2.4140 1.0695 0.2725
C: -0.8895 -2.4128 0.7298
H: 0.0562 -1.9377 1.0204
C: 1.3744 1.0651 -0.0543

Computed properties:
Strongest force on any atom ... 1.183 eV/A
HOMO-LUMO gap ... 0.454 hartree

A 2-piece molecular cluster, C2H6N2O2 overall at a distorted geometry. Source: OMol25; level of theory: ωB97M-V with the def2-TZVPD basis set.

Positions of all 12 atoms, in Å:
H: -3.0859 0.2104 -1.0437
H: 1.7682 -1.3153 -0.5938
C: 2.9786 -1.3993 1.1071
C: -1.8247 1.8653 -0.6839
H: 1.2740 -2.3975 0.7468
N: 1.8070 -1.5584 0.3886
H: -2.0505 2.9548 -0.6163
N: -3.0833 1.1534 -0.5981
O: -0.7124 1.3972 -0.8004
H: -3.8997 1.7519 -0.6578
O: 4.1266 -1.2377 0.6325
H: 2.7020 -1.4247 2.1190

Computed properties:
Strongest force on any atom ... 4.349 eV/A
HOMO-LUMO gap ... 0.394 hartree

A 2-piece molecular cluster, C3H9N2O overall. Source: OMol25; level of theory: ωB97M-V with the def2-TZVPD basis set.

Positions of all 15 atoms, in Å:
H: -1.6394 -1.4413 0.2123
O: 0.8558 0.2692 -0.8442
H: -0.5469 -0.2440 -0.5628
H: 1.4127 -0.0158 1.7308
H: 2.2779 1.4287 1.1687
H: -4.4790 0.4914 -0.5617
H: 2.8995 0.2592 -0.9236
N: -3.8193 -0.1526 -0.1379
C: 2.0466 -0.1297 -0.3241
C: 2.2488 0.3371 1.1297
C: -2.6321 0.1083 -0.5903
H: 3.1778 -0.0466 1.5728
H: 2.1694 -1.2415 -0.3100
H: -2.4277 0.9894 -1.2071
N: -1.5440 -0.6119 -0.3526

Computed properties:
Total charge ... -1
Strongest force on any atom ... 0.402 eV/A
HOMO-LUMO gap ... 0.284 hartree

A 2-piece molecular cluster, H3NOS overall at a distorted geometry. Source: OMol25; level of theory: ωB97M-V with the def2-TZVPD basis set.

Positions of all 6 atoms, in Å:
H: 1.4065 -1.0908 0.4526
H: 0.0045 -0.7323 2.0700
O: -1.1220 0.8921 -0.7175
H: -1.2319 1.0292 -1.6648
N: 0.4707 -0.7898 0.2089
S: 0.4722 0.6916 -0.3493

Computed properties:
Strongest force on any atom ... 1.644 eV/A
HOMO-LUMO gap (spin up / spin down) ... 0.309 / 0.301 hartree

The molecule C21H28N2O. Source: OMol25; level of theory: ωB97M-V with the def2-TZVPD basis set.

Positions of all 52 atoms, in Å:
H: 4.7975 2.2744 0.0346
C: 4.4960 -0.4116 0.0539
C: 3.4464 0.6123 0.1480
C: 4.3089 -1.5553 -0.7197
C: 1.4385 2.5647 0.3197
H: -3.5973 -3.0721 -1.1075
C: -4.0593 -2.5296 -0.2789
H: 3.0262 3.9806 0.1947
H: -4.7856 -1.8219 -0.7087
C: -2.7023 2.2030 -0.8604
H: -0.6304 2.2784 -1.4651
C: 6.6897 -1.2216 0.6457
C: 2.1055 0.2579 0.2529
C: -0.8306 3.3082 0.4114
H: 1.8323 -0.7872 0.2866
C: 1.1091 1.2128 0.3417
H: -3.9827 1.3011 1.2584
N: -2.5469 0.9182 -0.1955
C: -1.3597 2.9250 -0.9753
H: -1.0477 -1.2308 0.3640
H: 5.1409 -3.3939 -1.4202
C: 3.7659 1.9701 0.1337
H: -4.3263 -1.0905 1.8659
H: -1.4741 3.8195 -1.5889
H: 0.0832 0.8928 0.4284
H: -1.0639 2.5096 1.1248
H: -5.3431 -3.0290 1.3996
H: -4.0834 -4.2141 1.0584
H: -3.3788 2.8216 -0.2644
H: -2.9594 -0.3309 -1.8594
H: -1.3051 4.2309 0.7565
H: -1.2640 0.1644 -1.6559
H: -3.1485 2.0881 -1.8624
C: -1.8733 -1.4227 -0.3284
C: -3.4372 -0.7836 1.3145
H: -2.6353 -0.5876 2.0327
H: -4.5958 0.3656 -0.1245
N: -2.9972 -1.8730 0.4655
C: 2.7818 2.9299 0.2133
C: -4.7968 -3.5314 0.6058
C: 5.7017 -0.2591 0.7354
C: 5.2992 -2.5154 -0.8111
H: -1.5715 -2.2188 -1.0119
H: 5.8551 0.6123 1.3555
C: 6.4931 -2.3526 -0.1288
H: 3.3870 -1.6807 -1.2692
O: 0.5514 3.5950 0.4096
H: 7.2662 -3.1036 -0.1997
H: 7.6170 -1.0911 1.1850
C: -2.1627 -0.1395 -1.1158
C: -3.7287 0.5127 0.5456
H: -5.5053 -4.1015 0.0098

Computed properties:
Strongest force on any atom ... 0.456 eV/A
HOMO-LUMO gap ... 0.323 hartree

Copy entry 11 word for word.
A 2-piece molecular cluster, H3NOS overall at a distorted geometry. Source: OMol25; level of theory: ωB97M-V with the def2-TZVPD basis set.

Positions of all 6 atoms, in Å:
H: 1.4065 -1.0908 0.4526
H: 0.0045 -0.7323 2.0700
O: -1.1220 0.8921 -0.7175
H: -1.2319 1.0292 -1.6648
N: 0.4707 -0.7898 0.2089
S: 0.4722 0.6916 -0.3493

Computed properties:
Strongest force on any atom ... 1.644 eV/A
HOMO-LUMO gap (spin up / spin down) ... 0.309 / 0.301 hartree